{"formula": "C15H22N2O3S", "method": "wB97M-V/def2-TZVPD", "symbols": ["C", "C", "C", "C", "N", "C", "C", "C", "C", "C", "C", "S", "C", "O", "C", "C", "C", "O", "C", "O", "N", "H", "H", "H", "H", "H", "H", "H", "H", "H", "H", "H", "H", "H", "H", "H", "H", "H", "H", "H", "H", "H", "H"], "xyz": [[-0.987449, -2.987268, 2.878417], [-0.989521, -1.441136, 3.170404], [-2.213066, -0.979595, 4.005470], [0.355619, -1.128777, 3.832549], [-1.012876, -0.664584, 1.939084], [-1.655202, -0.951763, 0.714427], [-2.989116, -1.334971, 0.647159], [-3.583974, -1.447303, -0.607685], [-2.823254, -1.236538, -1.779331], [-1.505957, -0.859888, -1.696925], [-0.891671, -0.725767, -0.438785], [0.814210, -0.266909, -0.314147], [1.494952, -0.326624, -2.046358], [2.554229, 0.642313, -2.191049], [2.226756, 2.016446, -2.296546], [3.533016, 2.779793, -2.080307], [3.385354, 4.324912, -1.970103], [3.034926, 4.869623, -3.220192], [0.413792, -0.272025, -3.155681], [0.593206, 0.070687, -4.319357], [-0.878226, -0.690981, -2.926147], [-1.048135, -3.538255, 3.804730], [-0.084825, -3.260541, 2.349519], [-1.861856, -3.233891, 2.251539], [-2.314629, 0.079205, 3.979360], [-2.078481, -1.260802, 5.042291], [-3.170235, -1.421321, 3.730847], [0.376865, -0.072466, 4.222070], [1.178347, -1.266883, 3.127838], [0.500633, -1.771973, 4.680259], [-0.111810, -0.169949, 1.785817], [-3.574788, -1.492182, 1.538656], [-4.648451, -1.659829, -0.606363], [-3.331910, -1.348481, -2.771342], [1.962355, -1.304281, -2.116956], [1.833010, 2.210572, -3.329287], [1.457716, 2.321286, -1.560224], [3.958636, 2.425828, -1.141133], [4.189732, 2.561555, -2.888333], [4.370528, 4.711325, -1.695721], [2.702432, 4.634106, -1.178322], [2.208259, 4.427410, -3.579780], [-1.389140, -0.960077, -3.790358]], "atomic_forces_ev_per_a": [[-1.0161, 1.2815, -0.2548], [-0.5142, -0.8614, -0.3355], [0.6082, -1.2505, 0.5719], [-0.5511, 1.4676, 0.4333], [1.2861, 0.8860, -1.4023], [1.1534, 0.3830, 1.3538], [-0.1913, 0.0375, -0.9853], [0.6942, 0.0782, 0.0553], [-2.4663, -0.4528, 0.2848], [-0.1639, -0.5451, 0.2594], [-0.3385, -0.0142, -1.4412], [0.2186, 0.2767, -0.0970], [0.0354, 1.1288, -0.3062], [-1.1705, -1.7399, 0.3495], [-0.4905, 0.7650, -0.7432], [-1.0699, 0.7899, 1.2223], [0.2991, -1.4100, -0.2949], [-1.4930, -0.2007, -0.9869], [-1.2930, 0.4144, -1.8606], [1.5843, -0.0448, 1.0023], [0.8775, -0.3637, 0.5236], [-0.0281, -0.2011, 0.2967], [0.2384, -0.0584, -0.1563], [0.3770, -0.0806, 0.2629], [0.0443, 0.8946, -0.1770], [0.1122, -0.1268, 0.4230], [0.1272, -0.1115, -0.4257], [0.0335, -0.8591, -0.4544], [-0.0784, -0.0485, 0.0361], [0.1419, -0.3515, 0.4234], [-1.1353, -0.6433, 0.2512], [0.0663, 0.0789, 0.0912], [0.1613, -0.1257, -0.4640], [0.6512, 0.1779, 0.9755], [0.2448, 0.0750, -0.2461], [0.1258, -0.1620, 0.7767], [0.2742, -0.2420, -0.1623], [0.1715, -0.1379, -0.0068], [0.7155, -0.1912, -0.5883], [-0.1134, 0.1686, -0.2321], [-0.2693, -0.1319, 0.0740], [1.5621, 0.7977, 0.8552], [0.5789, 0.6532, 1.0989]], "homo_ev": -7.97, "orbital_gap_ev": 8.584, "smiles": "CC(C)(C)Nc1cccc2c1S[C@H](OCCCO)C(=O)N2", "charge": 0}


{"formula": "C8H9N5OSbSe4Ti", "method": "wB97M-V/def2-TZVPD", "symbols": ["Ti", "C", "C", "C", "C", "C", "C", "H", "H", "H", "H", "H", "H", "Se", "Sb", "Se", "Se", "Se", "N", "N", "N", "C", "N", "N", "H", "H", "H", "O", "C"], "xyz": [[-0.309682, 1.056379, -0.859738], [-2.208758, 0.786178, 1.150451], [-2.247047, -0.456299, 0.516898], [-1.409947, -1.486801, 0.951453], [-0.562551, -1.287739, 2.031083], [-0.502130, -0.038270, 2.644908], [-1.311335, 0.999683, 2.202049], [-2.871848, 1.573707, 0.815161], [-2.935163, -0.610616, -0.305367], [-1.437938, -2.442807, 0.443103], [0.071361, -2.094289, 2.381520], [0.183336, 0.126344, 3.467682], [-1.263734, 1.970000, 2.679755], [-4.741556, 1.224966, -1.793728], [-2.664827, 1.893713, -2.825865], [-1.191863, -0.250688, -2.850119], [-1.375981, 3.384356, -1.126968], [-2.473067, 2.884838, -5.006582], [4.172949, -1.444153, 1.326927], [3.136519, -1.178466, 0.457291], [2.902352, -1.842247, -0.668639], [1.839770, -1.226625, -1.125370], [1.458143, -0.219636, -0.294833], [2.292552, -0.210134, 0.701738], [5.047601, -1.309807, 0.833051], [4.105251, -2.410892, 1.622137], [1.318767, -1.456547, -2.041085], [1.833613, 2.241281, -3.061833], [1.145213, 1.824571, -2.265078]], "atomic_forces_ev_per_a": [[0.1290, 0.2704, -0.1363], [0.0538, -0.0851, -0.0519], [0.0081, 0.0276, 0.0440], [-0.0108, 0.0617, 0.1113], [-0.0297, 0.0483, -0.0535], [0.0226, -0.0024, 0.0265], [0.0478, -0.1276, -0.1062], [-0.0131, -0.0265, -0.0289], [-0.0237, 0.0516, 0.0048], [-0.0050, 0.0025, 0.0024], [0.0024, 0.0111, 0.0023], [-0.0056, -0.0059, -0.0159], [0.0034, 0.0100, -0.0234], [-0.0227, 0.0538, 0.0081], [0.0705, 0.0587, -0.0559], [0.0369, 0.1633, 0.0457], [-0.0061, -0.4019, -0.1208], [-0.0703, -0.0182, 0.0930], [0.1123, -0.0131, 0.0419], [-0.0876, 0.0520, -0.0489], [0.1193, -0.1130, 0.0943], [-0.1377, 0.1650, 0.0124], [0.0426, -0.2826, 0.0246], [-0.0279, 0.0521, 0.0508], [-0.0037, 0.0030, -0.0109], [-0.0330, -0.0041, -0.0238], [0.0062, -0.0034, 0.0047], [0.0180, -0.0542, 0.0322], [-0.1961, 0.1068, 0.0774]], "homo_ev": [-3.74, -4.01], "multiplicity": 3, "orbital_gap_ev": [5.570, 5.829], "s2": 2.011, "charge": -1}


{"formula": "C4H13NO2", "method": "wB97M-V/def2-TZVPD", "symbols": ["C", "C", "C", "C", "N", "H", "H", "H", "H", "H", "H", "H", "H", "H", "O", "H", "H", "O", "H", "H"], "xyz": [[-0.250698, -2.279760, -2.260909], [0.239885, -0.979036, -1.568699], [0.051501, -0.766226, -0.233007], [0.827400, 0.246449, 0.659470], [-0.975186, -1.529264, 0.418609], [-0.032042, -3.064214, -1.577856], [0.205798, -2.507040, -3.273659], [-1.336874, -2.161610, -2.427759], [1.068894, -0.493852, -2.065196], [0.191845, 1.081173, 1.041151], [1.131944, -0.407618, 1.477707], [1.592466, 0.776123, 0.023193], [-0.903798, -2.396778, -0.115096], [-1.944883, -1.256718, 0.117179], [0.055347, 4.058809, -1.580006], [-0.291755, 3.131484, -1.700584], [0.281917, 4.359482, -2.465440], [-0.000319, 0.416863, 4.115936], [0.404243, -0.232513, 3.579846], [0.809797, 0.742986, 4.587666]], "atomic_forces_ev_per_a": [[-0.5027, 2.1122, -1.1778], [1.3525, -1.0119, 1.0593], [-0.4932, 1.6330, -1.5916], [-1.1937, 0.1328, -1.8964], [-0.7401, -0.6802, -0.5548], [-0.0317, -1.1084, 0.2483], [-0.2987, 0.5188, 1.3607], [0.3063, -0.5729, 0.0682], [0.0309, 0.3461, 0.0153], [0.1484, -0.9085, -0.0420], [0.7082, 0.6000, 0.0752], [-0.2378, -0.9863, 1.0211], [-0.2708, -0.4037, 0.7622], [1.2722, 0.3507, 0.6137], [-0.5479, -1.4880, -0.1155], [0.5781, 1.5227, 0.1340], [-0.0279, -0.0687, -0.0129], [1.0436, 1.4695, 1.6239], [0.2250, -1.3706, -1.2428], [-1.3206, -0.0868, -0.3481]], "homo_ev": -8.91, "orbital_gap_ev": 9.567, "smiles": "C/C=C(/C)N.O.O", "charge": 0}


{"formula": "C4H13NO2", "method": "wB97M-V/def2-TZVPD", "symbols": ["C", "C", "C", "C", "N", "H", "H", "H", "H", "H", "H", "H", "H", "H", "H", "H", "O", "O", "H", "H"], "xyz": [[0.040017, 0.672503, -0.127651], [-1.053705, 0.089009, -0.883957], [0.932934, 1.649572, -0.857278], [-0.305682, 1.082831, 1.288522], [1.270805, -0.723645, 0.201893], [1.499696, -0.823167, 1.187861], [2.132662, -0.617891, -0.322584], [-0.862814, -1.144080, -0.972669], [0.361199, 2.557504, -1.065951], [-0.965439, 1.952720, 1.253833], [-1.239765, 0.547195, -1.852999], [-1.984062, -0.005483, -0.326675], [1.262413, 1.240556, -1.812825], [1.807177, 1.924525, -0.265851], [-0.828005, 0.268648, 1.789038], [0.581754, 1.351072, 1.863163], [-0.457029, -2.492663, -0.498954], [-1.123614, -2.559655, 0.801470], [-1.741263, -3.286695, 0.656913], [0.672723, -1.682854, -0.055299]], "atomic_forces_ev_per_a": [[1.5798, -0.7368, 0.8663], [-0.5840, -1.8624, -0.6029], [-0.0778, -0.0375, -0.0035], [0.2452, -0.1481, -0.0664], [-1.5585, 0.0413, 0.0135], [0.0220, 0.3577, -0.0261], [-0.1299, 0.0201, -0.0810], [-0.1148, 1.5885, -0.0324], [-0.0027, -0.0316, 0.0157], [-0.0188, -0.0511, -0.0537], [0.1931, -0.0053, -0.0411], [-0.0400, 0.4355, 0.1926], [-0.0328, -0.0011, -0.0118], [-0.0334, 0.0037, 0.0146], [-0.0569, 0.0146, 0.0242], [0.0044, 0.0431, 0.0131], [0.4984, -0.4431, 0.5068], [0.0492, 0.0979, -0.2436], [0.1101, 0.0828, -0.0315], [-0.0526, 0.6318, -0.4528]], "homo_ev": -7.66, "orbital_gap_ev": 8.344, "charge": 0}


{"formula": "C20H31AlBN3O4", "method": "wB97M-V/def2-TZVPD", "symbols": ["Al", "B", "H", "H", "H", "H", "O", "C", "O", "C", "C", "C", "H", "H", "H", "H", "H", "H", "O", "C", "O", "C", "C", "C", "H", "H", "H", "H", "H", "H", "N", "C", "C", "C", "C", "H", "H", "H", "H", "H", "N", "C", "C", "C", "C", "H", "H", "H", "H", "H", "N", "C", "C", "C", "C", "H", "H", "H", "H", "H"], "xyz": [[3.948708, -1.915636, -0.518863], [1.519983, -0.465925, 0.267862], [2.591861, 0.107728, 0.314611], [0.686018, 0.249284, 0.779015], [1.262043, -0.692566, -0.891282], [1.491784, -1.539225, 0.841028], [0.849753, 4.188959, 5.271718], [1.024504, 3.503328, 4.336545], [0.469041, 2.251225, 4.222949], [0.938890, 1.620705, 3.044394], [2.253483, 2.318906, 2.683112], [1.945034, 3.750570, 3.136733], [0.181938, 1.783346, 2.257202], [1.014456, 0.535336, 3.087930], [2.448657, 2.212250, 1.618818], [3.124151, 1.938533, 3.218247], [1.455637, 4.293282, 2.324967], [2.735570, 4.375563, 3.544128], [1.768043, -2.158318, -2.448278], [0.682075, -2.107933, -2.971530], [0.141488, -0.921050, -3.299600], [-1.066189, -1.096993, -4.079215], [-1.192955, -2.604288, -4.355434], [-0.270193, -3.229954, -3.299994], [-0.999264, -0.529327, -5.002458], [-1.903892, -0.717298, -3.491707], [-0.951102, -2.846633, -5.384864], [-2.217933, -2.903867, -4.148260], [0.242935, -4.137167, -3.593038], [-0.865919, -3.382318, -2.394230], [-0.563932, -1.611221, 2.606191], [-1.273044, -0.965922, 3.555143], [-1.974870, -1.949876, 4.300313], [-1.594559, -3.186192, 3.837044], [-0.788071, -2.954439, 2.706740], [0.008027, -1.153616, 1.895431], [-1.177555, 0.106813, 3.597928], [-2.576134, -1.728613, 5.167625], [-1.836699, -4.135091, 4.282275], [-0.322099, -3.629484, 2.007961], [-1.488765, -0.632126, -0.529843], [-2.510437, 0.135349, -0.971496], [-3.610600, -0.706489, -1.278209], [-3.227167, -1.979105, -0.908805], [-1.882714, -1.935730, -0.477319], [-0.525085, -0.320579, -0.370763], [-2.321069, 1.169181, -1.216607], [-4.540615, -0.375353, -1.705111], [-3.839783, -2.865189, -0.959167], [-1.209292, -2.736750, -0.227901], [1.346298, 2.120570, -1.261171], [2.178054, 3.199585, -1.213032], [1.923735, 3.986939, -2.347460], [0.946325, 3.353010, -3.080792], [0.528679, 2.227999, -2.328545], [1.378124, 1.362866, -0.567498], [2.865711, 3.326739, -0.395589], [2.409042, 4.907921, -2.622023], [0.570635, 3.628561, -4.051265], [-0.200747, 1.459723, -2.514560]], "atomic_forces_ev_per_a": [[-0.7101, 0.2134, -0.2010], [-0.0081, -0.5292, -0.2247], [0.2957, -0.1325, 0.2035], [0.0106, 0.1931, 0.0794], [-0.0811, 0.2969, 0.2215], [0.3770, -0.1788, 0.1371], [-0.4107, 0.6185, 0.8140], [0.4110, -0.3554, -1.1207], [-0.0837, -0.6778, 0.2307], [-0.0902, 0.3837, -0.8924], [0.0653, 0.3615, -0.0272], [-0.2061, -0.2356, 0.2992], [0.1947, 0.2451, -0.0153], [0.2493, 0.0325, 0.8393], [0.0896, 0.1024, -0.0381], [-0.2080, -0.2689, 0.1121], [-0.2607, 0.1378, 0.2895], [0.3507, -0.2059, -0.3726], [0.1813, -0.3909, -0.0314], [0.3450, 0.0799, 0.0562], [0.0097, -0.0266, -0.3074], [-0.2169, -0.3330, -0.0995], [-0.4091, 0.0996, 0.5732], [-0.1757, 0.6035, -0.3682], [0.2237, 0.1878, 0.0863], [0.0680, 0.0101, 0.0300], [0.1928, -0.1118, 0.0371], [-0.0540, -0.1188, -0.3420], [0.0302, -0.0835, 0.0791], [0.2363, -0.3091, -0.0290], [-0.3960, 0.4765, -0.0090], [0.4214, -0.1945, -0.8672], [0.2181, 0.3278, 0.8775], [-0.3258, 0.1196, -0.2271], [0.3212, -0.1056, -0.2060], [0.0295, -0.1940, 0.1649], [-0.3692, 0.0503, 0.4225], [-0.0649, -0.0578, -0.0500], [-0.1482, -0.1107, -0.2362], [0.0712, -0.1420, 0.1598], [0.1443, -0.2052, 0.1654], [0.2627, -0.1684, -0.7661], [0.4809, 0.3861, 0.5185], [-0.2214, -0.4686, -0.1028], [-0.3525, 0.3485, -0.0013], [-0.2602, -0.0831, -0.0152], [-0.2996, 0.1267, 0.2970], [-0.1090, -0.0458, 0.0924], [0.0754, -0.0401, -0.0112], [0.0685, 0.0381, 0.0595], [0.1924, 0.3139, 0.9723], [-0.2616, -0.1104, -0.2276], [0.3127, 0.1901, -0.1267], [-0.5839, -0.1301, 0.1481], [0.4661, -0.5188, -0.3941], [-0.2481, 0.4322, -0.5430], [0.1270, 0.0632, -0.0346], [0.1544, -0.0373, 0.1080], [-0.1595, 0.1317, 0.0858], [0.0372, 0.0001, -0.2725]], "homo_ev": -13.35, "orbital_gap_ev": 2.148, "charge": 2}


{"formula": "C3H3O3S", "method": "wB97M-V/def2-TZVPD", "symbols": ["O", "C", "O", "C", "S", "C", "O", "H", "H", "H"], "xyz": [[-0.147774, -1.506152, 1.836792], [-0.345567, -1.386214, 0.662856], [-0.605965, -2.304016, -0.079407], [-0.053349, 0.004801, -0.018290], [-0.616122, -0.207411, -1.725190], [0.622181, 1.040729, 0.481828], [0.926914, 2.178284, -0.339395], [-1.047781, -1.362991, -1.323055], [0.929379, 1.186271, 1.585014], [0.338085, 2.356698, -1.081153]], "atomic_forces_ev_per_a": [[0.5860, 0.8543, 4.1480], [1.4162, 1.8664, 0.0981], [-1.5011, -2.6456, -2.7710], [-0.3479, -0.9729, -0.6567], [1.0822, 3.4326, -0.4048], [-0.4334, 1.0775, -0.2170], [0.5554, -0.2860, 1.4591], [-0.5680, -2.0293, 0.2957], [-0.4574, -0.4520, -2.2034], [-0.3319, -0.8449, 0.2519]], "homo_ev": -4.21, "orbital_gap_ev": 7.650, "smiles": "O=C([O-])/C(S)=C/O", "charge": -1}


Energy above the lowest of the compared OMol25 structures with the same formula, charge and spin values, unit kcal/mol, following the record order: 53.7; 1.7; 41.8; 113.2; 0.0; 15.8.
M values, unit g/mol, following the record order: 310.4; 676.7; 107.2; 107.2; 415.3; 119.1.